Below is a 12-piece molecular cluster, C52H104Cl6N2O15S6 overall at a distorted geometry, with properties calculated with ωB97M-V/def2-TZVPD.

HOMO energy: -5.683 eV
total charge: 0
calculated total energy: -229440.9220 eV
relative energy (zero: lowest compared OMol25 entry of this formula, charge and spin): 0.0 kcal/mol
lowest unoccupied orbital energy: -0.3849 eV

Last column: Löwdin charge in e.
Element x y z (Å)
C 24.53 7.84 0.60  -0.0817
C 23.15 7.81 1.33  -0.2476
C 23.15 8.59 2.69  -0.1669
C 21.97 8.09 3.57  -0.1174
N 21.54 8.90 4.80  -0.2101
C 21.34 10.39 4.50  -0.0645
C 20.11 10.82 5.40  -0.1143
C 19.18 9.58 5.28  -0.1470
C 20.15 8.35 5.31  -0.0621
C 22.61 8.67 5.90  0.0238
H 25.31 7.63 1.33  0.0472
H 24.60 8.90 0.35  0.0515
H 24.41 7.05 -0.14  0.0789
H 22.97 6.75 1.50  0.0965
H 22.34 8.21 0.73  0.1008
H 23.04 9.66 2.54  0.0949
H 24.08 8.43 3.23  0.0906
H 21.90 7.04 3.85  0.1350
H 21.14 8.30 2.89  0.1205
H 22.28 10.89 4.75  0.1144
H 21.18 10.55 3.43  0.1222
H 20.50 10.90 6.41  0.0949
H 19.57 11.74 5.15  0.1191
H 18.48 9.50 6.11  0.1121
H 18.58 9.53 4.38  0.1105
H 20.18 8.02 6.35  0.1232
H 19.84 7.51 4.69  0.1204
H 22.61 7.69 6.36  0.0955
H 22.31 9.32 6.73  0.0979
H 23.62 8.88 5.56  0.0746
C 25.43 10.33 7.58  -0.0279
C 26.58 10.85 6.61  -0.4593
C 27.82 10.05 6.93  -0.1191
C 29.14 10.20 5.94  -0.1330
C 28.69 9.93 4.50  -0.1641
C 27.41 10.77 4.03  -0.4643
N 26.33 10.60 5.09  -0.1344
O 24.97 10.97 4.62  -0.3407
C 27.10 10.11 2.69  -0.0468
C 28.00 12.16 3.89  -0.0522
C 26.81 12.30 6.99  -0.0439
H 25.26 9.25 7.52  0.0569
H 24.50 10.82 7.28  0.0461
H 25.60 10.61 8.62  0.0693
H 27.60 8.99 7.04  0.0811
H 28.19 10.18 7.94  0.0971
H 29.91 9.53 6.32  0.0737
H 29.67 11.14 5.98  0.0801
H 28.56 8.85 4.43  0.0851
H 29.54 10.16 3.85  0.1000
H 26.83 9.05 2.62  0.0595
H 27.91 10.27 1.98  0.0833
H 26.21 10.57 2.26  0.0582
H 28.81 12.20 3.16  0.0669
H 28.35 12.55 4.85  0.0621
H 27.26 12.81 3.41  0.0776
H 27.88 12.48 7.09  0.0654
H 26.41 12.55 7.96  0.0589
H 26.45 12.93 6.18  0.0760
C 29.96 15.04 7.69  -0.1910
C 30.26 15.78 8.95  -0.2203
C 28.91 15.91 9.69  -0.2116
S 27.64 16.22 8.43  0.6797
O 27.30 17.66 8.34  -0.3502
O 26.66 15.18 8.63  -0.3583
C 28.65 15.77 7.01  -0.1898
H 29.74 13.99 7.87  0.0998
H 30.83 14.97 7.03  0.0862
H 30.63 16.78 8.76  0.1236
H 30.97 15.21 9.55  0.1198
H 28.85 16.62 10.51  0.1101
H 28.59 14.90 9.96  0.0678
H 29.10 16.63 6.51  0.1000
H 28.14 15.13 6.29  0.0684
C 32.95 11.43 5.53  -0.2183
C 34.33 11.45 4.88  -0.2004
C 35.03 12.75 5.38  -0.1965
S 33.65 13.99 5.26  0.7171
O 33.84 14.70 4.02  -0.3420
O 33.51 14.71 6.56  -0.3528
C 32.34 12.76 5.10  -0.2370
H 32.91 11.22 6.60  0.1180
H 32.35 10.62 5.11  0.0902
H 34.34 11.71 3.82  0.1168
H 34.93 10.59 5.15  0.1098
H 35.90 13.24 4.93  0.1024
H 35.21 12.76 6.45  0.0939
H 32.01 12.69 4.07  0.0959
H 31.39 13.07 5.54  0.0827
C 28.71 15.42 0.71  -0.1743
C 30.22 15.07 0.50  -0.2340
C 30.80 14.51 1.82  -0.1890
S 30.08 15.67 3.10  0.6992
O 30.96 16.78 3.35  -0.2975
O 29.67 14.78 4.18  -0.3537
C 28.69 16.21 2.06  -0.2092
H 28.25 14.45 0.86  0.1028
H 28.24 15.91 -0.15  0.1152
H 30.75 15.90 0.03  0.1113
H 30.34 14.34 -0.30  0.1061
H 31.88 14.51 1.90  0.0940
H 30.42 13.49 1.87  0.0879
H 28.76 17.28 1.87  0.1042
H 27.75 16.15 2.60  0.0731
C 21.63 14.07 7.77  -0.2341
C 23.03 14.46 8.22  -0.1714
C 23.57 13.19 8.99  -0.2155
S 22.23 12.57 10.00  0.6725
O 22.23 13.24 11.29  -0.3203
O 22.32 11.13 9.97  -0.3580
C 20.91 13.22 8.84  -0.1948
H 21.64 13.54 6.81  0.0698
H 20.95 14.91 7.62  0.1120
H 22.99 15.31 8.91  0.1213
H 23.67 14.73 7.38  0.0845
H 24.45 13.43 9.58  0.0974
H 23.75 12.43 8.22  0.0712
H 20.17 13.81 9.37  0.0972
H 20.36 12.36 8.46  0.0754
C 31.08 6.67 5.86  -0.2359
C 31.85 7.54 4.82  -0.1938
C 33.35 7.24 5.13  -0.1960
S 33.47 7.34 6.97  0.6938
O 33.67 8.73 7.20  -0.3377
O 34.32 6.36 7.62  -0.3224
C 31.64 6.97 7.23  -0.1948
H 31.27 5.63 5.61  0.1149
H 30.00 6.77 5.79  0.1010
H 31.50 8.57 4.87  0.0771
H 31.60 7.16 3.83  0.1124
H 34.14 7.79 4.62  0.0991
H 33.58 6.18 4.96  0.0932
H 31.27 7.87 7.73  0.0940
H 31.54 6.10 7.88  0.1002
C 24.92 7.08 10.05  -0.2275
C 23.91 7.48 11.19  -0.2011
C 24.75 7.91 12.37  -0.2188
S 26.16 6.74 12.49  0.7183
O 25.83 5.63 13.35  -0.3286
O 27.37 7.59 12.65  -0.3538
C 25.95 6.22 10.73  -0.2238
H 25.34 7.99 9.62  0.0981
H 24.24 6.63 9.33  0.0712
H 23.25 6.69 11.54  0.1165
H 23.25 8.23 10.74  0.1059
H 24.41 7.98 13.40  0.1111
H 25.30 8.84 12.21  0.0649
H 25.70 5.16 10.83  0.1022
H 26.95 6.43 10.36  0.0907
O 26.44 10.80 14.24  0.1079
C 26.97 11.30 13.27  -0.4991
O 28.21 11.76 13.36  0.0472
C 28.77 12.14 12.09  -0.1649
C 27.70 12.08 11.09  -0.1293
C 26.43 11.54 11.89  -0.0251
H 29.49 11.36 11.84  0.1269
H 29.31 13.09 12.19  0.1273
H 27.85 11.60 10.12  0.1032
H 27.58 13.14 10.88  0.0894
H 26.07 10.60 11.47  0.0970
H 25.61 12.25 11.95  0.1264
Cl 23.64 11.33 -1.43  0.5384
C 22.52 11.92 -0.16  -0.6117
C 23.27 12.63 0.97  -0.7244
Cl 24.19 14.04 0.61  0.6068
H 21.94 11.08 0.22  0.0605
H 21.87 12.64 -0.66  0.0671
H 24.01 12.01 1.49  0.0486
H 22.62 13.00 1.76  0.0358
Cl 25.25 16.67 5.20  0.6021
C 25.21 15.45 3.93  -0.6685
C 24.30 14.26 4.32  -0.6560
Cl 22.58 14.67 4.24  0.5669
H 26.22 15.09 3.73  0.0432
H 24.83 15.88 3.00  0.0459
H 24.54 14.08 5.37  0.0329
H 24.45 13.42 3.64  0.0333
Cl 25.44 5.38 3.74  0.5164
C 26.37 6.51 4.82  -0.6115
C 26.65 5.90 6.18  -0.6419
Cl 25.17 5.32 6.99  0.5730
H 25.67 7.32 5.04  0.0418
H 27.21 6.94 4.28  0.0615
H 27.06 6.65 6.85  0.0556
H 27.26 5.00 6.15  0.0652